# 1
A structure of composition C37H16IrN8O5, computed with ωB97M-V/def2-TZVPD.

- HOMO level (spin up / spin down) (eV) = -4.21 / -4.21
- lowest unoccupied orbital energy (spin up / spin down) (eV) = -0.30 / -0.29

Structure (ORCA input):
```
! wB97M-V def2-TZVPD RIJCOSX def2/J DEFGRID3
* xyz -1 1
Ir 0.1316 0.2300 -0.2764
C 2.2293 4.6043 -4.7136
C 0.9035 5.0405 -4.6839
C -0.0489 4.3754 -3.9377
C 0.3571 3.2736 -3.1979
C -0.3358 2.4411 -2.2498
N 0.5535 1.5614 -1.6923
C 1.8020 1.7869 -2.2254
N 2.9376 1.2655 -1.8111
C 3.0648 0.4054 -0.8216
C 4.3249 0.0568 -0.2055
C 5.6196 0.5259 -0.3722
C 6.5838 0.1133 0.5298
C 6.2853 -0.7893 1.5513
C 5.0065 -1.2902 1.7081
C 4.0215 -0.8392 0.8431
C 2.5889 -1.0005 0.8456
N 1.9448 -1.7210 1.7358
C 0.6457 -1.7130 1.9318
N -0.2537 -0.8979 1.3047
C -1.4877 -1.0776 1.8716
N -2.5860 -0.4257 1.5733
C -2.6945 0.4812 0.6341
N -1.7201 0.9250 -0.2228
C -2.2314 1.9213 -0.9974
N -1.6029 2.6046 -1.9297
C -3.5997 2.1681 -0.6091
C -4.5480 3.0906 -1.0181
C -5.7783 3.0794 -0.3847
C -6.0789 2.1386 0.6010
C -5.1472 1.1983 0.9993
C -3.8949 1.2408 0.4100
C -1.3815 -2.0359 2.9352
C -2.2958 -2.4909 3.8722
C -1.8404 -3.3498 4.8544
C -0.5135 -3.7860 4.8723
C 0.3972 -3.3601 3.9216
C -0.0341 -2.4542 2.9651
N 2.0541 -0.2194 -0.1429
C 1.7048 2.8468 -3.2008
C 2.6439 3.5077 -3.9820
H 2.9470 5.1549 -5.3050
H 0.6255 5.9247 -5.2396
H -1.0748 4.7078 -3.9014
H 5.8506 1.2271 -1.1592
H 7.5865 0.5130 0.4585
H 7.0648 -1.0771 2.2438
H 4.7625 -1.9821 2.4986
H -4.3179 3.7922 -1.8045
H -6.5272 3.8098 -0.6609
H -7.0606 2.1508 1.0546
H -5.3719 0.4486 1.7398
H -3.3237 -2.1687 3.8278
H -2.5187 -3.6950 5.6245
H -0.1978 -4.4694 5.6507
H 1.4165 -3.7102 3.9119
H 3.6710 3.1785 -3.9923
O -1.9288 -6.0584 -0.2440
C -1.5355 -4.9156 -0.3831
C -0.1023 -4.4754 -0.4770
O 0.8814 -5.1330 -0.1930
C -0.1110 -3.0522 -0.9020
C -1.5130 -2.5777 -0.9240
O -1.8048 -1.4266 -1.2394
C -2.3963 -3.6884 -0.4901
O -3.5768 -3.5968 -0.2094
O 0.8288 -2.3110 -1.1738
*
```


# 2
A cluster of 2 separate species, C3H7OS in total, computed with ωB97M-V/def2-TZVPD.

- HOMO level (eV) = -2.51
- lowest unoccupied orbital energy (eV) = 4.03

Structure (ORCA input):
```
! wB97M-V def2-TZVPD RIJCOSX def2/J DEFGRID3
* xyz -1 1
O 2.1984 1.6621 -3.4164
C 1.3334 1.5194 -2.5855
H 1.1261 0.5525 -2.0873
H 0.7096 2.3959 -2.3081
C -0.6349 -0.9633 2.0749
C -0.7915 -0.5089 0.6380
S 0.2675 -1.3466 -0.5906
H -0.7620 -2.0500 2.1500
H 0.3494 -0.7056 2.4794
H -1.3719 -0.4712 2.7162
H -1.8308 -0.6483 0.3464
H -0.5934 0.5638 0.5830
*
```


# 3
A cluster of 2 separate species, C6H13N2S3 in total, computed with ωB97M-V/def2-TZVPD.

- HOMO level (eV) = -11.69
- lowest unoccupied orbital energy (eV) = -4.86

Structure (ORCA input):
```
! wB97M-V def2-TZVPD RIJCOSX def2/J DEFGRID3
* xyz 1 1
C 0.5878 -0.3590 0.7490
C -0.4082 -1.1207 -0.0087
C 0.3317 1.1188 0.7282
C -0.7674 -0.3762 -1.0460
C -2.2031 -3.1591 -0.2000
C 1.0292 3.6640 1.5946
N -2.9502 -0.5025 -2.1057
N 2.0936 -0.6943 0.2225
S -0.5265 1.4007 -0.9716
S -0.4472 -2.8208 0.2820
S 1.7774 2.1704 0.9496
H 0.5075 -0.7081 1.7984
H -0.6254 1.3633 1.3158
H -2.8470 -2.4419 0.3810
H -2.4922 -4.1796 0.0261
H -2.4246 -2.8505 -1.2541
H 1.8830 4.4582 1.8521
H 0.5322 3.3690 2.4428
H 0.2277 4.1044 0.9903
H -3.1044 0.4016 -1.6606
H -2.9029 -0.4203 -3.0731
H 2.3235 -0.4610 -0.7501
H 2.3214 -1.7786 0.3349
H 2.7239 -0.1487 0.8201
*
```


# 4
A cluster of 2 separate species, C18H35BrFN2O2 in total, computed with ωB97M-V/def2-TZVPD.

- HOMO level (spin up / spin down) (eV) = -8.93 / -9.50
- lowest unoccupied orbital energy (spin up / spin down) (eV) = 0.61 / -0.26

Structure (ORCA input):
```
! wB97M-V def2-TZVPD RIJCOSX def2/J DEFGRID3
* xyz 0 2
C 0.2322 2.8524 -0.0099
C 0.7092 1.4949 -0.8525
C 1.9448 0.7590 -0.0633
Br 3.4286 0.5586 -1.4455
C 1.5282 -0.6954 0.6281
C 2.9860 -1.3898 1.0697
C 3.9239 -0.3901 1.9814
C 5.0935 -1.1648 2.8380
F 6.4665 -0.6775 2.4425
C 0.8665 -1.7012 -0.4657
C -0.6826 -2.1341 -0.2333
C -1.4418 -1.9122 -1.7094
C -0.6984 -3.7788 -0.0110
N -1.4799 -1.3499 0.7575
O -2.1086 -0.2814 0.2416
C -0.8075 -1.0870 2.0708
C -0.7930 -2.3374 3.1346
C -1.7315 0.0985 2.8114
C 0.7023 -0.4724 2.0128
H -0.9276 3.0079 -0.0062
H 0.6947 3.8224 -0.5231
H 0.6459 2.8640 1.0983
H 1.1398 1.9215 -1.8811
H -0.1804 0.7950 -1.1475
H 2.3455 1.5409 0.7330
H 3.5423 -1.8922 0.1700
H 2.6710 -2.2849 1.7935
H 3.2966 0.2640 2.7507
H 4.4866 0.3972 1.2936
H 4.9661 -2.3142 2.6592
H 4.9663 -0.8436 3.9678
H 1.5189 -2.6992 -0.5096
H 1.0159 -1.2020 -1.5380
H -2.6057 -2.1396 -1.6053
H -0.9810 -2.7277 -2.4407
H -1.2212 -0.8624 -2.1788
H -0.4276 -4.3078 -1.0465
H 0.1149 -4.1495 0.7501
H -1.7967 -4.0852 0.2551
H -1.8903 -2.4334 3.5867
H -0.3718 -3.3445 2.7167
H -0.1071 -2.0686 4.0736
H -2.8671 -0.1945 2.8183
H -1.3871 0.1179 3.9437
H -1.5285 1.1697 2.3328
H 1.3359 -0.9145 2.9087
H 0.6401 0.6964 2.2237
C -2.6884 1.9507 -2.3938
C -1.9040 2.5983 -3.4998
O -0.7107 2.3620 -3.6799
N -2.5535 3.4734 -4.3198
C -3.9376 3.8805 -4.2744
H -2.0359 1.2802 -1.8267
H -3.0754 2.7134 -1.7124
H -3.5092 1.3612 -2.8119
H -1.9586 3.8678 -5.0394
H -4.3979 3.6239 -5.2319
H -3.9676 4.9650 -4.1414
H -4.4882 3.3992 -3.4652
*
```


# 5
A cluster of 3 separate species, C4H12NO in total, computed with ωB97M-V/def2-TZVPD.

- HOMO level (eV) = -14.63
- lowest unoccupied orbital energy (eV) = -9.92

Structure (ORCA input):
```
! wB97M-V def2-TZVPD RIJCOSX def2/J DEFGRID3
* xyz 1 1
C -0.1767 0.7686 -1.7184
C 1.0094 1.0481 -0.8459
C 1.7995 -0.1522 -0.3971
C 0.8470 0.7006 0.6082
O -0.6804 -1.5723 0.0799
N -2.0174 -0.2519 1.9306
H 0.1448 0.6198 -2.7486
H -0.6867 -0.1580 -1.3690
H -0.9046 1.5811 -1.6532
H 1.5875 1.9322 -1.0865
H 1.5315 -1.1811 -0.5665
H 2.8721 -0.0081 -0.3169
H -0.0208 0.1681 0.9521
H 1.3435 1.3443 1.3228
H -0.8939 -2.5193 -0.1201
H -2.9739 0.0125 1.7059
H -1.5796 -0.8656 1.2338
H -1.9836 -0.5535 2.8927
*
```


# 6
A cluster of 5 separate species, H10O5 in total, computed with ωB97M-V/def2-TZVPD.

- HOMO level (eV) = -11.06
- lowest unoccupied orbital energy (eV) = 0.14
- SMILES = O.O.O.O.O

Structure (ORCA input):
```
! wB97M-V def2-TZVPD RIJCOSX def2/J DEFGRID3
* xyz 0 1
O -1.3214 1.2103 -2.1916
H -1.0797 0.2659 -2.0353
H -2.0896 1.3747 -1.6260
O 1.5433 1.5855 -0.1707
H 0.5714 1.5754 -0.4034
H 2.0070 1.8346 -0.9735
O 1.9955 -0.7538 1.8326
H 1.4110 -1.1025 2.4642
H 1.5417 -0.1704 1.1794
O -0.3356 -1.2375 -1.0363
H 0.5155 -1.5844 -1.3844
H -0.2549 -1.3109 -0.0581
O -1.2092 -0.3440 1.5183
H -1.4422 -1.0675 2.0826
H -1.8527 -0.2754 0.8025
*
```


# 7
A cluster of 4 separate species, C2H11NO3 in total, computed with ωB97M-V/def2-TZVPD.

- HOMO level (eV) = -8.20
- lowest unoccupied orbital energy (eV) = 0.31
- SMILES = C=CN.O.O.O

Structure (ORCA input):
```
! wB97M-V def2-TZVPD RIJCOSX def2/J DEFGRID3
* xyz 0 1
C -1.7003 0.0300 2.3181
C -0.7721 0.7687 1.7354
N -1.0640 2.0073 1.1527
H -2.7100 0.2575 2.6082
H -1.7510 -0.9598 2.7622
H 0.2669 0.4766 1.6473
H -1.9579 2.4149 1.3253
H -0.3441 2.4529 0.6256
H -1.1164 -0.7573 -2.6915
H -1.1734 -1.6002 -1.3989
O -0.6882 -0.8946 -1.8393
H 1.9313 -2.4908 -0.6472
H 1.1108 -1.8310 -1.8547
O 1.9846 -1.9872 -1.4742
H 2.1220 1.2073 -1.6342
H 2.8427 0.0433 -1.0752
O 3.0189 0.8625 -1.5597
*
```


# 8
A cluster of 2 separate species, C4H10N in total, computed with ωB97M-V/def2-TZVPD.

- HOMO level (eV) = -12.03
- lowest unoccupied orbital energy (eV) = -6.01

Structure (ORCA input):
```
! wB97M-V def2-TZVPD RIJCOSX def2/J DEFGRID3
* xyz 1 1
C -2.6893 -1.0106 -0.2417
N -1.4722 -0.9044 -0.7499
H -3.4217 -1.6862 -0.7555
H -3.0353 -0.3196 0.4811
H -0.7075 -0.6222 -0.1703
H -1.2280 -1.3365 -1.6679
C 1.4584 1.8350 0.4344
C 1.1468 0.4436 -0.1649
C 1.3050 -0.7460 0.5410
H 1.8461 1.6788 1.5220
H 0.6465 2.4859 0.3034
H 2.3060 2.2858 -0.2140
H 0.8624 0.5214 -1.2108
H 2.1132 -1.4573 0.4412
H 0.8696 -1.1680 1.4520
*
```


Calculated max |F| in order - 2.0 0.5 5.1 3.6 2.0 2.6 2.5 4.4 eV/A
Calculated E in order - -63629.2790 -16107.2839 -41906.3127 -99060.7410 -7865.3628 -10399.8615 -9883.8187 -5788.6595 eV
Calculated molar mass in order - 844.80 91.15 209.39 410.39 90.15 90.07 97.11 72.13 u